No. 1
Formula: C30H62F6N8O11S2
Source: the OMol25 dataset
Level of theory: the ωB97M-V functional and the def2-TZVPD basis

Atoms and positions in Å:
N1 -0.2084 -0.5644 1.7428
O1 -0.4643 -0.2641 0.5527
O2 0.8837 -0.2947 2.2618
O3 -1.0944 -1.2396 2.3618
C1 2.5522 -2.6814 0.0751
C2 3.1712 -3.4199 1.2348
C3 2.2556 -3.6546 2.4444
O4 2.7883 -4.7576 3.1366
C4 2.1739 -4.8843 4.4062
N2 3.6531 -4.7796 0.7461
H1 3.6923 -5.4332 1.5476
H2 3.0129 -5.2511 0.1015
H3 4.6013 -4.8071 0.3622
H4 3.1523 -2.6521 -0.8350
H5 2.2664 -1.6649 0.3444
H6 1.6408 -3.1795 -0.2778
H7 4.0792 -2.9968 1.6633
H8 1.2121 -3.7635 2.1278
H9 2.3006 -2.7309 3.0273
H10 2.5405 -5.7506 4.9530
H11 1.0860 -4.9240 4.2973
H12 2.4064 -4.0534 5.0836
C5 -2.8022 -4.0363 2.7787
C6 -3.7079 -2.8748 3.1597
C7 -4.4075 -2.1613 2.0169
O5 -5.1333 -3.0845 1.2667
C8 -5.7805 -2.5058 0.1466
N3 -4.7921 -3.4158 4.1062
H13 -5.4677 -2.7309 4.4493
H14 -5.2971 -4.1307 3.5677
H15 -4.3360 -3.8640 4.9028
H16 -2.2267 -4.4606 3.5987
H17 -2.1061 -3.6899 2.0142
H18 -3.3541 -4.8191 2.2528
H19 -3.2195 -2.1740 3.8369
H20 -3.6400 -1.6351 1.4375
H21 -5.0641 -1.3850 2.4388
H22 -6.3282 -3.3116 -0.3389
H23 -5.1050 -2.0403 -0.5738
H24 -6.5441 -1.7870 0.4613
C9 -1.0694 -3.2952 -1.3357
C10 -0.3835 -2.4915 -2.4166
C11 -0.6332 -3.0047 -3.8278
O6 -1.9013 -2.5150 -4.2060
C12 -2.2534 -2.8549 -5.5374
N4 -0.8731 -1.0605 -2.2997
H25 -1.8132 -0.9631 -2.7021
H26 -0.8179 -0.6862 -1.3503
H27 -0.3071 -0.4288 -2.9177
H28 -2.1478 -3.3530 -1.4932
H29 -0.8178 -2.9796 -0.3223
H30 -0.7802 -4.3459 -1.4360
H31 0.6888 -2.3800 -2.2609
H32 -0.6415 -4.1005 -3.8613
H33 0.0926 -2.6618 -4.5751
H34 -2.0177 -3.9109 -5.7283
H35 -1.6631 -2.3530 -6.3122
H36 -3.3163 -2.6720 -5.6489
C13 5.4109 3.6731 -1.4290
C14 4.3078 4.4952 -0.8084
C15 3.2606 3.6322 -0.1050
O7 3.9498 2.8232 0.8220
C16 3.0713 2.1002 1.6960
N5 4.8806 5.5037 0.1660
H37 5.7187 5.9750 -0.1900
H38 4.1817 6.1433 0.5375
H39 5.2710 4.9421 0.9382
H40 4.9636 3.0818 -2.2312
H41 5.8069 2.9017 -0.7661
H42 6.2466 4.2546 -1.8161
H43 3.8006 5.0569 -1.5945
H44 2.7248 3.0576 -0.8654
H45 2.5703 4.2734 0.4639
H46 2.5542 1.3181 1.1387
H47 2.3027 2.7811 2.0835
H48 3.5829 1.6716 2.5519
C17 -1.5009 4.7146 -3.4068
N6 -1.3074 4.3747 -1.9837
C18 -1.7992 5.1863 -1.0544
C19 -1.7795 4.8486 0.3036
C20 -1.2261 3.6363 0.6780
C21 -0.7395 2.7795 -0.3316
C22 -0.8428 3.1496 -1.6384
C23 -1.1923 3.2060 2.1001
C24 -0.5720 3.9547 3.1036
C25 -0.4835 3.4539 4.3806
N7 -1.0638 2.2778 4.6717
C26 -1.6854 1.5433 3.7442
C27 -1.8401 2.0266 2.4450
C28 -1.0352 1.8106 6.0975
H49 -0.8232 4.1110 -4.0092
H50 -1.3547 5.7764 -3.5790
H51 -2.5081 4.4431 -3.7252
H52 -2.1888 6.1591 -1.3237
H53 -2.2298 5.4806 1.0564
H54 -0.2343 1.8624 -0.0522
H55 -0.5173 2.5006 -2.4445
H56 -0.0730 4.8909 2.8941
H57 0.0081 3.9635 5.1968
H58 -2.1710 0.6110 3.9867
H59 -2.4427 1.4494 1.7595
H60 0.0005 1.9200 6.4044
H61 -1.2989 0.7581 6.0920
H62 -1.7771 2.3990 6.6292
C29 2.3925 0.3464 -2.0803
F1 1.3892 0.5915 -1.2059
F2 3.5320 0.6467 -1.4663
F3 2.4060 -0.9329 -2.4336
S1 2.1418 1.4332 -3.6131
O8 2.0868 2.8004 -3.1237
O9 3.1890 1.1242 -4.5417
N8 0.5643 0.8606 -3.9370
S2 0.3956 0.8757 -5.4661
O10 0.8061 2.0649 -6.1783
O11 0.8263 -0.3668 -6.0870
C30 -1.5050 0.8526 -5.7339
F4 -1.7870 0.2417 -6.8455
F5 -2.1552 0.2937 -4.6909
F6 -1.9437 2.1066 -5.8308

Results
LUMO	-10.277	eV
charge	+4
HOMO-LUMO gap	6.6958	eV
E	-104493.47763	eV

=====

No. 2
Formula: C30H62N7O5P2
Source: the OMol25 dataset
Level of theory: the ωB97M-V functional and the def2-TZVPD basis

Atoms and positions in Å:
C1 -3.8258 -2.5646 3.4351
C2 -2.6267 -3.2203 2.5413
C3 -2.2651 -4.5826 3.3764
C4 -3.1122 -3.7205 1.1011
C5 -2.3554 -3.1006 -0.1795
C6 -1.3683 -4.2858 -0.7281
C7 0.0395 -4.3480 -0.0131
O1 1.0545 -3.6653 -0.3036
O2 0.2201 -5.3247 1.0285
C8 -3.4866 -3.0346 -1.3598
C9 -4.5075 -1.8330 -1.2498
C10 -5.0638 -1.2689 -2.6140
C11 -6.1100 -0.1218 -2.6751
C12 -6.6756 0.5229 -1.3624
C13 -6.1107 -0.0062 -0.0041
C14 -5.0650 -1.1624 0.0195
C15 -1.6024 -1.7063 0.0605
C16 -1.3052 -1.3083 1.5872
C17 -2.1307 0.0500 1.9652
C18 0.2525 -0.8091 1.6178
N1 -1.4086 -2.3831 2.5949
O3 -0.2991 -3.0316 2.8323
H1 -4.7687 -3.2058 3.3763
H2 -3.4666 -2.5573 4.5296
H3 -4.0744 -1.4945 3.1365
H4 -3.2990 -5.0739 3.5671
H5 -1.8346 -4.3610 4.4079
H6 -1.6745 -5.3336 2.7582
H7 -4.2567 -3.5540 1.0467
H8 -2.9909 -4.8699 1.0431
H9 -1.9030 -5.3081 -0.7584
H10 -1.1653 -4.0326 -1.8397
H11 0.8848 -4.9971 1.6740
H12 -3.9786 -4.0719 -1.4545
H13 -2.9032 -2.8911 -2.3509
H14 -4.7028 -1.7254 -3.5973
H15 -6.5160 0.2622 -3.6729
H16 -7.4704 1.3506 -1.3612
H17 -6.4903 0.4314 0.9907
H18 -4.7107 -1.5092 1.0397
H19 -2.1407 -0.7958 -0.4102
H20 -0.5881 -1.7497 -0.4972
H21 -1.6357 0.9619 1.4949
H22 -2.0031 0.1673 3.1110
H23 -3.2503 -0.0408 1.7819
H24 0.9668 -1.5606 1.1489
H25 0.5798 -0.5628 2.6896
H26 0.3163 0.1590 1.0091
O4 -0.1417 3.4022 1.9316
P1 -0.1715 4.4536 3.0588
N2 -1.5347 5.2169 2.3924
C19 -1.6891 6.4161 1.6021
C20 -2.8275 4.5978 2.6683
N3 1.3324 5.1511 2.5573
C21 1.5309 6.4735 1.9964
C22 2.2707 4.2453 1.8763
N4 -0.2257 5.6171 4.3838
C23 -0.9796 6.8412 4.5477
C24 0.9390 5.5892 5.2750
H27 -2.3040 7.1603 2.1257
H28 -2.1800 6.2018 0.6420
H29 -0.7626 6.9187 1.3554
H30 -3.1207 4.7694 3.7112
H31 -2.7847 3.5182 2.4996
H32 -3.6266 4.9890 2.0321
H33 1.2298 6.5191 0.9442
H34 2.5905 6.7514 2.0374
H35 1.0212 7.2518 2.5628
H36 1.9912 4.1088 0.8227
H37 2.2976 3.2687 2.3620
H38 3.2926 4.6349 1.9053
H39 -0.6309 7.6396 3.8886
H40 -0.9038 7.2241 5.5711
H41 -2.0506 6.6894 4.3984
H42 1.7192 6.2776 4.9428
H43 1.3589 4.5822 5.3317
H44 0.6626 5.8584 6.3026
O5 6.6538 -2.6661 -5.2580
P2 5.4228 -2.7086 -4.3321
N5 4.3427 -2.4068 -5.6086
C25 3.6521 -1.2130 -6.0366
C26 3.9883 -3.5487 -6.4453
N6 5.9233 -1.2872 -3.4768
C27 5.2560 -0.0003 -3.4684
C28 7.3707 -1.0261 -3.4468
N7 4.0503 -2.8313 -3.2319
C29 2.6551 -2.4894 -3.4055
C30 4.4053 -2.8994 -1.8098
H45 2.5630 -1.3402 -5.9738
H46 3.8937 -0.9635 -7.0799
H47 3.8802 -0.3261 -5.4594
H48 3.3140 -4.2252 -5.9062
H49 4.8805 -4.1125 -6.7304
H50 3.4877 -3.2531 -7.3719
H51 5.4446 0.5626 -4.3892
H52 5.6214 0.6149 -2.6378
H53 4.1835 -0.0835 -3.2968
H54 7.7079 -0.5696 -4.3873
H55 7.9332 -1.9462 -3.2814
H56 7.6364 -0.3484 -2.6298
H57 2.4907 -1.4104 -3.4560
H58 2.0458 -2.8606 -2.5742
H59 2.2204 -2.9643 -4.2878
H60 4.4484 -1.9068 -1.3559
H61 5.3722 -3.3904 -1.6755
H62 3.6811 -3.5004 -1.2454

Results
LUMO	-1.033	eV
HOMO-LUMO gap	6.5116	eV
2S+1	2
E	-71347.38317	eV

=====

HOMO energy, respectively: -16.973, -7.545 eV.